No. 1
DFT (ωB97M-V/def2-TZVPD) results for a cluster of 9 separate species, C18H15BCl24O4 in total.

**SMILES**: O=C1C=C(B(O)O)C(=O)c2ccccc21.ClC(Cl)Cl.ClC(Cl)Cl.ClC(Cl)Cl.ClC(Cl)Cl.ClC(Cl)Cl.ClC(Cl)Cl.ClC(Cl)Cl.ClC(Cl)Cl
**Energy**: -328315.83239 eV
**HOMO-LUMO gap**: 8.646 eV

Structure (ORCA input):
```
! wB97M-V def2-TZVPD RIJCOSX def2/J DEFGRID3
* xyz 0 1
O 1.80842 2.91777 1.56271
C 1.35414 2.43798 0.54461
C 0.05081 1.71945 0.51763
C -0.20102 0.75186 -0.37392
B -1.58927 -0.01545 -0.43274
O -2.64561 0.46593 0.31348
O -1.77589 -1.15926 -1.15433
C 0.89949 0.41102 -1.33341
O 1.06323 -0.71013 -1.76227
C 1.80780 1.53292 -1.70954
C 2.41096 1.57868 -2.95951
C 3.25247 2.64275 -3.26332
C 3.50919 3.62712 -2.30994
C 2.91887 3.57522 -1.05610
C 2.04871 2.53057 -0.76303
H -0.70689 2.01967 1.23398
H -2.75709 1.41291 0.17451
H -1.44215 -1.09699 -2.05418
H 2.21450 0.78199 -3.66359
H 3.70067 2.68909 -4.24618
H 4.18583 4.43392 -2.55763
H 3.11895 4.32943 -0.30748
C -0.33947 5.28915 2.74138
Cl -1.32213 5.77189 1.35409
Cl 0.89591 6.50088 3.08389
Cl -1.34966 5.00983 4.15730
H 0.15893 4.36161 2.49163
C -1.88847 -2.81770 2.11314
Cl -2.98794 -1.82137 3.06416
Cl -0.24608 -2.17971 2.17170
Cl -1.92688 -4.49649 2.66770
H -2.21809 -2.79764 1.08164
C -5.07882 1.41392 -2.27658
Cl -6.37284 1.52425 -3.46150
Cl -3.51342 1.20647 -3.06878
Cl -5.04977 2.83259 -1.22694
H -5.25197 0.54365 -1.65707
C 3.54039 -3.58722 -1.94761
Cl 2.92135 -4.38786 -3.39300
Cl 3.70509 -4.73314 -0.61799
Cl 5.08252 -2.79121 -2.27781
H 2.82531 -2.82734 -1.65715
C -5.40524 -4.77627 4.11934
Cl -5.07831 -5.79562 5.52401
Cl -6.33822 -5.65739 2.91111
Cl -6.21969 -3.29037 4.59428
H -4.45339 -4.50736 3.67952
C 3.35334 9.26766 2.73404
Cl 2.93665 10.92426 3.16881
Cl 4.36778 9.23198 1.29088
Cl 4.14423 8.44294 4.07822
H 2.43581 8.74287 2.50612
C 4.48280 -3.21863 -7.46111
Cl 3.61035 -1.77619 -7.99034
Cl 5.94382 -3.45264 -8.42250
Cl 4.85504 -3.13284 -5.74295
H 3.83874 -4.07227 -7.62336
C -3.53537 -9.09652 5.01681
Cl -4.11053 -9.81001 3.51058
Cl -3.26168 -10.33783 6.23955
Cl -2.07340 -8.14863 4.74418
H -4.30286 -8.42813 5.38081
*
```



No. 2
DFT (ωB97M-V/def2-TZVPD) results for the ion C18H15Br2N2O6S with charge -1 at a distorted geometry.

**SMILES**: CCOC(=O)N1c2cccc(Br)c2C(=[N+]([O-])[O-])[C@@H]1[C@H](Br)S(=O)(=O)c1ccccc1
**Energy**: -185093.04384 eV
**HOMO-LUMO gap**: 5.778 eV

Structure (ORCA input):
```
! wB97M-V def2-TZVPD RIJCOSX def2/J DEFGRID3
* xyz -1 1
C -4.14472 -0.57798 -1.02211
C -3.30148 -1.80565 -0.91598
O -1.92118 -1.33471 -0.83064
C -1.08868 -2.38404 -0.75731
O -1.45923 -3.55040 -0.75491
N 0.23792 -1.94612 -0.68188
C 1.30399 -2.82460 -0.80001
C 1.23624 -4.19717 -0.97650
C 2.43191 -4.87137 -1.23580
C 3.66971 -4.18021 -1.21247
C 3.73763 -2.80996 -0.96470
Br 5.39470 -1.95807 -0.66530
C 2.52765 -2.08285 -0.85960
C 2.16628 -0.73009 -0.80971
N 3.02815 0.38414 -0.93645
O 3.89150 0.41770 -1.83746
O 2.88233 1.34363 -0.12024
C 0.67345 -0.53178 -0.73385
H -5.19904 -0.86446 -1.03379
H -3.96316 0.10625 -0.18968
H -3.92448 -0.04252 -1.95144
H -3.52798 -2.39416 -0.01813
H -3.39061 -2.44225 -1.80568
H 0.26460 -4.68452 -0.93531
H 2.41723 -5.93801 -1.44390
H 4.59679 -4.72650 -1.37497
H 0.32325 -0.09665 -1.69769
Br -0.50202 -0.51736 1.97363
C 0.28935 0.34495 0.39798
S -0.79692 1.80354 -0.00426
C -0.64209 3.16530 1.19361
C -1.54201 3.21893 2.26320
C -1.47607 4.27281 3.18068
C -0.53916 5.29832 3.01084
C 0.32746 5.26644 1.91200
C 0.26218 4.21572 0.98786
O -0.31286 2.27958 -1.28418
O -2.17433 1.41008 0.16532
H 1.21421 0.85003 0.74071
H -2.29399 2.44086 2.38194
H -2.15999 4.28605 4.03231
H -0.48932 6.12358 3.72811
H 1.06108 6.06348 1.77179
H 0.91173 4.20001 0.11399
*
```



No. 3
DFT (ωB97M-V/def2-TZVPD) results for a cluster of 2 separate species, C18H15F2O in total at a distorted geometry.

**Energy**: -26383.53548 eV
**HOMO-LUMO gap**: 4.907 eV

Structure (ORCA input):
```
! wB97M-V def2-TZVPD RIJCOSX def2/J DEFGRID3
* xyz 1 1
F -5.34684 1.46000 -1.61806
C -4.05372 1.01020 -1.59589
C -3.82470 -0.36541 -1.56725
C -2.51052 -0.79879 -1.54368
C -1.39584 0.10478 -1.55607
C -0.10063 -0.47344 -1.51931
C 1.19343 0.10499 -1.54119
C 2.30728 -0.79852 -1.55301
C 3.62074 -0.36472 -1.59687
C 3.84906 1.01119 -1.63110
F 5.14130 1.46104 -1.69234
C 2.82248 1.94852 -1.60584
C 1.50937 1.49396 -1.54930
C -1.71200 1.49315 -1.59941
C -3.02660 1.94736 -1.61058
H -4.65667 -1.06862 -1.56392
H -2.29590 -1.86878 -1.51268
H -0.09904 -1.56255 -1.53281
H 2.09251 -1.86807 -1.52905
H 4.45347 -1.06677 -1.60865
H 3.04018 3.01535 -1.62899
H 0.72536 2.23711 -1.50925
H -0.92650 2.23548 -1.62560
H -3.24499 3.01395 -1.63627
C 1.55079 -1.83458 4.22185
C 0.56968 -1.18860 3.37188
C -0.79644 -1.35586 3.32069
C -1.27429 -0.45407 2.31768
C -0.16245 0.21051 1.83994
O 0.97309 -0.24209 2.45222
H 1.00080 -2.53973 4.85026
H 2.29306 -2.40011 3.64912
H 2.06936 -1.13097 4.88240
H -1.37475 -2.04042 3.93220
H -2.30519 -0.31751 1.99805
H -0.10491 0.99201 1.09085
*
```



No. 4
DFT (ωB97M-V/def2-TZVPD) results for a cluster of 2 separate species, C18H15F4NO3 in total at a distorted geometry.

**Energy**: -37408.63882 eV
**HOMO-LUMO gap**: 4.024 eV

Structure (ORCA input):
```
! wB97M-V def2-TZVPD RIJCOSX def2/J DEFGRID3
* xyz 0 1
C 4.69923 -0.70759 -0.68014
C 3.30362 -0.53757 -1.23028
O 2.77482 0.73780 -0.97420
C 1.45563 0.76094 -1.31756
N 0.82309 1.96269 -1.23371
C -0.47377 2.14705 -1.54325
C -0.97861 3.54950 -1.55272
O -1.26065 1.27205 -1.82758
O 0.89901 -0.25796 -1.67707
H 5.10301 -1.68553 -0.94435
H 5.36755 0.06000 -1.07426
H 4.69308 -0.62082 0.40767
H 3.26689 -0.67536 -2.32092
H 2.60532 -1.26711 -0.79422
H -0.32751 4.21816 -0.98960
H -1.05403 3.90938 -2.57782
H -1.97497 3.57536 -1.11480
F -3.61284 -3.38268 -1.24224
C -3.60753 -2.12848 -0.72856
C -4.75275 -1.35200 -0.78328
C -4.76430 -0.07672 -0.24666
F -5.87910 0.68510 -0.32260
C -3.63209 0.41485 0.35624
C -2.44718 -0.34390 0.44486
C -1.35470 0.24342 1.13088
C -0.07059 -0.22985 1.49803
C 0.70061 0.59182 2.34785
C 1.93595 0.20202 2.80246
F 2.65943 1.01971 3.60137
C 2.45256 -1.02057 2.41233
C 1.75501 -1.83300 1.53563
F 2.34091 -2.95137 1.04356
C 0.50789 -1.45018 1.09452
C -2.47204 -1.63126 -0.13101
H -5.63226 -1.73207 -1.27048
H -3.67539 1.40634 0.77046
H -1.56002 1.23928 1.48546
H 0.32721 1.54824 2.66755
H 3.42306 -1.32310 2.76083
H 0.04558 -2.07317 0.35680
H -1.60914 -2.26341 -0.13917
*
```



No. 5
DFT (ωB97M-V/def2-TZVPD) results for an isolated molecule of C18H15FN2O3 at a distorted geometry.

**SMILES**: O=c1cc(OCCOc2ccccc2)ccn1-c1cccc(F)n1
**Energy**: -30748.29126 eV
**HOMO-LUMO gap**: 8.437 eV

Structure (ORCA input):
```
! wB97M-V def2-TZVPD RIJCOSX def2/J DEFGRID3
* xyz 0 1
O -2.34372 -0.28289 -1.79709
F 1.90759 1.10501 -6.22432
N 0.96167 0.56124 -4.21302
O 0.11312 -2.77749 1.18926
O 0.48637 -1.59002 3.77387
C -1.19362 -0.58518 -1.48731
C -1.09838 -1.51958 -0.36991
C 1.27336 -1.53844 -0.69553
C 0.12747 -1.91792 0.06629
C 1.17549 -0.68872 -1.77125
C 0.96455 1.32350 -5.28606
C -0.07463 0.69322 -3.32557
C 0.00851 2.32378 -5.51758
C -1.06458 1.64529 -3.54714
C -1.04892 2.48928 -4.63806
C -1.35806 2.10267 3.39636
C 0.01399 2.05211 3.78104
C -2.13384 0.93688 3.22564
C 0.58440 0.81021 3.90364
C -1.50612 -0.26314 3.40533
C -0.12468 -0.39212 3.70388
N -0.04438 -0.15143 -2.20230
C 1.33341 -2.98262 1.89821
C 1.56729 -1.81863 2.83190
H -2.02329 -1.83436 0.10741
H 2.24555 -1.93091 -0.48795
H 2.06385 -0.50022 -2.37266
H 0.07747 2.91361 -6.42351
H -1.88249 1.81487 -2.83618
H -1.78072 3.29714 -4.79595
H -1.83449 3.05260 3.24281
H 0.57928 2.96015 3.91887
H -3.15578 1.05107 2.88971
H 1.63096 0.78590 4.16320
H -2.04821 -1.18326 3.21689
H 2.14741 -3.09863 1.21127
H 1.24411 -3.95474 2.48037
H 2.51208 -1.98171 3.39548
H 1.69801 -0.92650 2.18998
*
```



The lowest energy belongs to which entry? C18H15BCl24O4



Among the records above, which one has the lowest energy? C18H15BCl24O4